(1)
Computed, not measured: a 8-piece molecular cluster, C44H100F6N6O4 overall in a non-equilibrium geometry, with wB97M-V/def2-TZVPD.

Results
Frontier orbital gap   8.334 eV
Max |F|   0.101 hartree/bohr
Charge   0
E_LUMO   0.386 eV
E   -80680.4450 eV
HOMO   -7.95 eV
Spin multiplicity   1
SMILES   CCOC(=O)C(F)(F)F.CCOC(=O)C(F)(F)F.CCN(CC)CC.CCN(CC)CC.CCN(CC)CC.CCN(CC)CC.CCN(CC)CC.CCN(CC)CC
Relative energy (zero: lowest compared OMol25 entry of this formula, charge and spin)   397.8 kJ/mol

CARTESIAN COORDINATES (ANGSTROEM)
C: -5.03 2.12 6.37
C: -5.55 1.03 7.41
N: -5.96 -0.23 6.79
C: -7.29 -0.14 6.14
C: -8.44 0.18 7.09
C: -4.90 -0.96 6.07
C: -5.19 -2.47 6.17
H: -4.20 1.73 5.78
H: -4.72 3.01 6.93
H: -5.83 2.53 5.75
H: -4.78 0.74 8.12
H: -6.37 1.52 7.92
H: -7.34 0.58 5.34
H: -7.53 -1.13 5.75
H: -8.41 1.23 7.41
H: -9.37 -0.03 6.56
H: -8.39 -0.42 8.00
H: -3.92 -0.79 6.52
H: -4.95 -0.73 5.00
H: -5.01 -2.66 7.23
H: -4.51 -3.07 5.57
H: -6.16 -2.80 5.81
C: 7.32 -0.18 -0.89
C: 6.54 0.96 -1.53
N: 7.44 1.96 -2.22
C: 6.68 2.93 -3.06
C: 5.67 2.27 -4.06
C: 8.25 2.73 -1.34
C: 9.41 3.51 -2.05
H: 7.73 -0.86 -1.63
H: 6.69 -0.71 -0.16
H: 8.10 0.22 -0.24
H: 5.85 0.55 -2.27
H: 5.92 1.45 -0.78
H: 6.15 3.58 -2.37
H: 7.31 3.57 -3.68
H: 6.18 1.47 -4.59
H: 4.77 1.99 -3.52
H: 5.32 3.00 -4.80
H: 8.71 2.13 -0.56
H: 7.66 3.34 -0.65
H: 10.13 3.97 -1.37
H: 8.99 4.32 -2.64
H: 10.04 2.91 -2.70
C: 3.37 5.37 5.48
C: 4.79 4.97 4.99
N: 5.76 4.85 6.09
C: 5.34 3.87 7.09
C: 6.34 3.67 8.24
C: 7.09 4.50 5.53
C: 7.69 5.56 4.64
H: 2.71 5.80 4.72
H: 3.41 6.09 6.30
H: 2.93 4.46 5.87
H: 4.66 4.00 4.51
H: 5.11 5.74 4.28
H: 4.38 4.17 7.51
H: 5.03 2.90 6.68
H: 6.51 4.62 8.74
H: 5.95 3.05 9.04
H: 7.31 3.27 7.92
H: 7.06 3.52 5.05
H: 7.78 4.45 6.37
H: 7.12 5.76 3.73
H: 8.63 5.11 4.32
H: 7.79 6.51 5.16
C: -11.34 1.65 -0.16
C: -9.98 1.69 -0.94
N: -9.64 0.40 -1.52
C: -10.59 0.00 -2.62
C: -9.86 -0.81 -3.70
C: -9.25 -0.63 -0.55
C: -7.69 -0.72 -0.56
H: -12.20 1.61 -0.83
H: -11.43 2.56 0.44
H: -11.41 0.82 0.54
H: -9.97 2.53 -1.64
H: -9.16 1.91 -0.25
H: -11.09 0.82 -3.13
H: -11.44 -0.55 -2.21
H: -9.84 -1.88 -3.50
H: -8.82 -0.49 -3.73
H: -10.34 -0.69 -4.67
H: -9.79 -0.45 0.38
H: -9.70 -1.59 -0.79
H: -7.13 0.14 -0.20
H: -7.28 -1.48 0.11
H: -7.46 -1.12 -1.55
C: 2.72 -1.77 9.56
C: 4.02 -2.58 9.45
N: 4.56 -2.50 8.13
C: 6.03 -2.65 8.21
C: 6.45 -4.18 8.15
C: 3.75 -3.17 7.12
C: 4.34 -3.13 5.70
H: 2.52 -1.46 10.59
H: 1.91 -2.37 9.16
H: 2.83 -0.83 9.03
H: 4.67 -2.29 10.27
H: 3.79 -3.63 9.65
H: 6.45 -2.16 7.33
H: 6.51 -2.18 9.06
H: 6.12 -4.70 9.06
H: 6.06 -4.72 7.29
H: 7.54 -4.19 8.10
H: 2.81 -2.63 7.00
H: 3.65 -4.22 7.37
H: 4.80 -2.16 5.55
H: 3.61 -3.19 4.89
H: 5.11 -3.89 5.57
C: -5.77 2.03 -11.86
C: -5.15 1.35 -13.10
N: -4.30 0.21 -12.75
C: -4.27 -0.95 -13.62
C: -3.62 -0.68 -15.01
C: -3.00 0.72 -12.30
C: -2.15 -0.53 -11.77
H: -6.61 2.68 -12.11
H: -5.04 2.73 -11.46
H: -6.09 1.29 -11.13
H: -5.97 0.94 -13.69
H: -4.69 2.05 -13.79
H: -3.84 -1.87 -13.23
H: -5.29 -1.19 -13.89
H: -4.32 -0.10 -15.63
H: -2.61 -0.29 -14.98
H: -3.51 -1.61 -15.56
H: -2.99 1.47 -11.51
H: -2.44 1.23 -13.09
H: -1.30 -0.18 -11.18
H: -1.80 -1.15 -12.59
H: -2.68 -1.21 -11.11
C: -2.03 -0.02 -4.89
C: -2.34 0.98 -3.78
O: -1.81 0.51 -2.57
C: -1.01 1.32 -1.77
O: -0.69 2.50 -2.10
C: -0.59 0.65 -0.43
F: 0.71 0.24 -0.49
F: -0.70 1.46 0.62
F: -1.29 -0.46 -0.20
H: -2.52 0.29 -5.81
H: -2.45 -0.97 -4.55
H: -0.99 -0.17 -5.16
H: -3.41 1.09 -3.65
H: -1.98 1.93 -4.16
C: 6.43 -8.82 -3.67
C: 6.42 -7.29 -3.76
O: 5.27 -6.68 -3.22
C: 4.03 -6.76 -3.82
O: 3.78 -7.18 -4.96
C: 2.89 -6.11 -2.98
F: 2.35 -5.16 -3.73
F: 1.92 -7.02 -2.70
F: 3.34 -5.54 -1.86
H: 6.63 -9.21 -2.67
H: 7.36 -9.13 -4.16
H: 5.59 -9.30 -4.17
H: 6.63 -6.96 -4.78
H: 7.23 -6.85 -3.18

Here are the Mulliken charges for atoms 1 to 99, given in e: atom 1 (C): -1.036, atom 2 (C): -0.688, atom 3 (N): 0.189, atom 4 (C): -0.327, atom 5 (C): -1.376, atom 6 (C): -0.530, atom 7 (C): -1.283, atom 8 (H): 0.299, atom 9 (H): 0.402, atom 10 (H): 0.269, atom 11 (H): 0.380, atom 12 (H): 0.301, atom 13 (H): 0.278, atom 14 (H): 0.335, atom 15 (H): 0.316, atom 16 (H): 0.416, atom 17 (H): 0.328, atom 18 (H): 0.416, atom 19 (H): 0.293, atom 20 (H): 0.321, atom 21 (H): 0.372, atom 22 (H): 0.324, atom 23 (C): -1.150, atom 24 (C): -0.400, atom 25 (N): -0.082, atom 26 (C): -0.376, atom 27 (C): -1.397, atom 28 (C): -0.467, atom 29 (C): -1.303, atom 30 (H): 0.291, atom 31 (H): 0.372, atom 32 (H): 0.302, atom 33 (H): 0.302, atom 34 (H): 0.327, atom 35 (H): 0.392, atom 36 (H): 0.323, atom 37 (H): 0.351, atom 38 (H): 0.325, atom 39 (H): 0.409, atom 40 (H): 0.337, atom 41 (H): 0.409, atom 42 (H): 0.432, atom 43 (H): 0.293, atom 44 (H): 0.312, atom 45 (C): -1.380, atom 46 (C): -0.332, atom 47 (N): -0.083, atom 48 (C): -0.426, atom 49 (C): -1.360, atom 50 (C): -0.339, atom 51 (C): -1.348, atom 52 (H): 0.372, atom 53 (H): 0.357, atom 54 (H): 0.311, atom 55 (H): 0.338, atom 56 (H): 0.379, atom 57 (H): 0.326, atom 58 (H): 0.400, atom 59 (H): 0.346, atom 60 (H): 0.413, atom 61 (H): 0.327, atom 62 (H): 0.366, atom 63 (H): 0.258, atom 64 (H): 0.349, atom 65 (H): 0.417, atom 66 (H): 0.308, atom 67 (C): -0.998, atom 68 (C): -0.701, atom 69 (N): 0.223, atom 70 (C): -0.572, atom 71 (C): -1.227, atom 72 (C): -0.742, atom 73 (C): -1.119, atom 74 (H): 0.261, atom 75 (H): 0.381, atom 76 (H): 0.303, atom 77 (H): 0.405, atom 78 (H): 0.295, atom 79 (H): 0.468, atom 80 (H): 0.359, atom 81 (H): 0.276, atom 82 (H): 0.292, atom 83 (H): 0.385, atom 84 (H): 0.365, atom 85 (H): 0.406, atom 86 (H): 0.261, atom 87 (H): 0.416, atom 88 (H): 0.262, atom 89 (C): -1.321, atom 90 (C): -0.568, atom 91 (N): 0.138, atom 92 (C): -0.727, atom 93 (C): -1.042, atom 94 (C): -0.398, atom 95 (C): -1.360, atom 96 (H): 0.407, atom 97 (H): 0.305, atom 98 (H): 0.297, atom 99 (H): 0.467

=====

(2)
Computed, not measured: a 8-piece molecular cluster, C44H100N4O12 overall in a non-equilibrium geometry, with wB97M-V/def2-TZVPD.

Results
Frontier orbital gap   8.344 eV
Max |F|   0.037 hartree/bohr
Charge   0
E_LUMO   0.330 eV
E   -77774.1347 eV
HOMO   -8.01 eV
Spin multiplicity   1
SMILES   CC1(C)CCCC(C)(C)N1O.CC1(C)CCCC(C)(C)N1O.CC1(C)CCCC(C)(C)N1O.CC1(C)CCCC(C)(C)N1O.OCCO.OCCO.OCCO.OCCO
Relative energy (zero: lowest compared OMol25 entry of this formula, charge and spin)   0.0 kJ/mol

CARTESIAN COORDINATES (ANGSTROEM)
C: -4.21 -3.17 1.13
C: -4.88 -3.35 2.47
O: -6.16 -2.71 2.53
O: -3.84 -1.83 0.84
H: -4.87 -3.47 0.31
H: -3.39 -3.89 0.98
H: -4.24 -2.96 3.26
H: -5.06 -4.42 2.61
H: -6.33 -2.34 1.66
H: -3.41 -1.51 1.65
C: -1.01 -0.78 -6.41
C: -1.86 -1.60 -5.45
O: -1.74 -1.07 -4.15
O: -1.44 0.57 -6.43
H: -1.01 -1.22 -7.41
H: 0.03 -0.79 -6.07
H: -1.57 -2.65 -5.51
H: -2.91 -1.44 -5.75
H: -1.23 -1.63 -3.54
H: -1.61 0.82 -5.52
C: -0.54 -0.87 -0.85
C: -1.05 -2.21 -1.32
O: -0.31 -2.65 -2.45
O: 0.60 -1.00 -0.01
H: -1.28 -0.34 -0.26
H: -0.28 -0.22 -1.70
H: -2.12 -2.12 -1.53
H: -0.88 -2.90 -0.48
H: -0.15 -3.60 -2.34
H: 1.35 -1.35 -0.51
C: 0.87 -5.42 -0.94
C: 2.10 -6.29 -1.11
O: 1.70 -7.60 -1.41
O: 0.11 -5.31 -2.15
H: 1.14 -4.46 -0.51
H: 0.23 -5.97 -0.23
H: 2.64 -6.17 -0.16
H: 2.75 -5.85 -1.87
H: 2.47 -8.08 -1.73
H: -0.34 -6.15 -2.28
C: 0.23 4.05 -3.12
C: -0.88 3.67 -2.12
C: -1.37 4.83 -1.27
C: -2.10 5.85 -2.12
C: -3.41 5.18 -2.55
C: -3.12 3.94 -3.40
N: -2.05 3.15 -2.82
O: -1.76 2.03 -3.63
C: -4.42 3.11 -3.42
C: -2.90 4.40 -4.85
C: -0.31 2.62 -1.14
H: 1.04 4.62 -2.64
H: -0.16 4.64 -3.95
H: 0.67 3.15 -3.55
H: -2.06 4.46 -0.51
H: -0.52 5.37 -0.83
H: -1.53 6.16 -3.00
H: -2.32 6.78 -1.60
H: -4.03 5.92 -3.07
H: -4.01 4.96 -1.66
H: -5.28 3.77 -3.49
H: -4.42 2.35 -4.21
H: -4.54 2.50 -2.52
H: -3.79 4.79 -5.33
H: -2.01 5.04 -4.92
H: -2.56 3.55 -5.46
H: 0.28 3.13 -0.38
H: 0.29 1.90 -1.70
H: -1.13 2.03 -0.73
H: -2.26 1.30 -3.24
C: -0.27 -4.62 4.15
C: -0.04 -3.09 4.22
C: 0.35 -2.66 5.63
C: 1.74 -3.11 5.97
C: 2.74 -2.48 5.00
C: 2.43 -2.84 3.56
N: 1.00 -2.59 3.34
O: 0.64 -2.85 1.99
C: 3.22 -1.92 2.61
C: 2.85 -4.29 3.28
C: -1.37 -2.43 3.88
H: -1.33 -4.90 4.18
H: 0.13 -5.15 5.02
H: 0.07 -5.08 3.22
H: 0.38 -1.57 5.65
H: -0.42 -3.00 6.34
H: 1.85 -4.20 6.01
H: 2.08 -2.84 6.98
H: 3.74 -2.79 5.32
H: 2.71 -1.39 5.10
H: 2.91 -2.08 1.58
H: 2.94 -0.88 2.82
H: 4.28 -2.05 2.77
H: 2.87 -4.51 2.21
H: 3.81 -4.56 3.72
H: 2.16 -5.04 3.69
H: -2.09 -2.74 4.64
H: -1.68 -2.65 2.86
H: -1.30 -1.34 4.02
H: 0.78 -2.00 1.54
C: 2.84 -1.14 -2.63
C: 4.22 -1.57 -3.12
C: 4.20 -1.75 -4.63
C: 4.07 -0.44 -5.36
C: 5.17 0.53 -4.97
C: 5.46 0.68 -3.48
N: 5.26 -0.60 -2.82
O: 5.49 -0.51 -1.42
C: 6.87 1.16 -3.24
C: 4.47 1.76 -2.92
C: 4.54 -2.90 -2.44
H: 2.10 -1.95 -2.69
H: 2.84 -0.77 -1.60
H: 2.33 -0.39 -3.25
H: 5.17 -2.20 -4.91
H: 3.49 -2.52 -4.94
H: 3.96 -0.53 -6.44
H: 3.10 0.02 -5.10
H: 4.92 1.51 -5.40
H: 6.10 0.35 -5.53
H: 7.10 2.14 -3.66
H: 7.60 0.43 -3.61
H: 7.11 1.21 -2.17
H: 4.64 2.71 -3.42
H: 4.62 1.89 -1.85
H: 3.47 1.42 -3.16
H: 5.62 -3.03 -2.50
H: 4.28 -2.87 -1.38
H: 3.99 -3.71 -2.92
H: 6.25 -1.08 -1.29
C: -2.17 1.35 2.54
C: -1.87 2.67 3.23
C: -2.76 3.71 2.52
C: -2.87 5.04 3.26
C: -3.41 4.78 4.67
C: -2.53 3.79 5.45
N: -2.22 2.64 4.62
O: -1.42 1.72 5.34
C: -1.32 4.54 6.01
C: -3.40 3.30 6.62
C: -0.41 3.08 2.96
H: -2.23 1.47 1.45
H: -3.06 0.82 2.89
H: -1.34 0.65 2.68
H: -2.32 3.86 1.54
H: -3.78 3.34 2.40
H: -3.63 5.61 2.70
H: -1.94 5.61 3.32
H: -4.44 4.43 4.59
H: -3.41 5.75 5.18
H: -0.76 5.04 5.22
H: -1.65 5.38 6.63
H: -0.70 3.88 6.61
H: -3.64 4.10 7.31
H: -4.31 2.87 6.21
H: -2.93 2.47 7.15
H: -0.10 3.82 3.70
H: -0.15 3.53 2.00
H: 0.35 2.32 3.14
H: -1.99 0.95 5.45

Here are the Mulliken charges for atoms 1 to 99, given in e: atom 1 (C): -0.701, atom 2 (C): 0.188, atom 3 (O): -0.553, atom 4 (O): -0.409, atom 5 (H): 0.561, atom 6 (H): 0.149, atom 7 (H): -0.034, atom 8 (H): 0.333, atom 9 (H): 0.318, atom 10 (H): 0.215, atom 11 (C): -0.018, atom 12 (C): -0.466, atom 13 (O): -0.236, atom 14 (O): -0.555, atom 15 (H): 0.380, atom 16 (H): -0.092, atom 17 (H): 0.365, atom 18 (H): 0.248, atom 19 (H): 0.238, atom 20 (H): 0.299, atom 21 (C): 1.191, atom 22 (C): -0.724, atom 23 (O): -0.374, atom 24 (O): -0.215, atom 25 (H): -0.332, atom 26 (H): -0.372, atom 27 (H): 0.327, atom 28 (H): 0.111, atom 29 (H): 0.213, atom 30 (H): -0.269, atom 31 (C): 0.255, atom 32 (C): -0.491, atom 33 (O): -0.531, atom 34 (O): -0.628, atom 35 (H): -0.147, atom 36 (H): 0.344, atom 37 (H): 0.259, atom 38 (H): 0.265, atom 39 (H): 0.336, atom 40 (H): 0.340, atom 41 (C): -1.779, atom 42 (C): 2.060, atom 43 (C): -1.078, atom 44 (C): -1.055, atom 45 (C): -1.193, atom 46 (C): 1.513, atom 47 (N): 0.113, atom 48 (O): 0.147, atom 49 (C): -1.983, atom 50 (C): -1.652, atom 51 (C): -1.797, atom 52 (H): 0.379, atom 53 (H): 0.374, atom 54 (H): 0.277, atom 55 (H): 0.089, atom 56 (H): 0.670, atom 57 (H): 0.437, atom 58 (H): 0.379, atom 59 (H): 0.531, atom 60 (H): 0.358, atom 61 (H): 0.441, atom 62 (H): 0.341, atom 63 (H): 0.413, atom 64 (H): 0.474, atom 65 (H): 0.328, atom 66 (H): 0.239, atom 67 (H): 0.363, atom 68 (H): 0.041, atom 69 (H): 0.220, atom 70 (H): 0.246, atom 71 (C): -1.775, atom 72 (C): 1.894, atom 73 (C): -1.084, atom 74 (C): -0.739, atom 75 (C): -1.129, atom 76 (C): 1.965, atom 77 (N): 0.079, atom 78 (O): 0.521, atom 79 (C): -2.154, atom 80 (C): -1.715, atom 81 (C): -1.849, atom 82 (H): 0.450, atom 83 (H): 0.353, atom 84 (H): 0.228, atom 85 (H): 0.199, atom 86 (H): 0.450, atom 87 (H): 0.317, atom 88 (H): 0.439, atom 89 (H): 0.404, atom 90 (H): 0.310, atom 91 (H): 0.182, atom 92 (H): 0.325, atom 93 (H): 0.479, atom 94 (H): 0.193, atom 95 (H): 0.378, atom 96 (H): 0.391, atom 97 (H): 0.624, atom 98 (H): 0.560, atom 99 (H): -0.261

=====

> Among the records above, which one has the highest HOMO?

C44H100F6N6O4